This record from the Open Molecules 2025 dataset describes C44H54F5IrN3O2SSe3 as an isolated structure in a non-equilibrium geometry. The level of theory is ωB97M-V/def2-TZVPD.

Max |F| ... 3.41 eV/A
LUMO level (spin up / spin down) ... -6.0101 / -9.2397 eV
Energy relative to the best compared isomer or geometry (same formula, charge and spin) ... 1.8247 eV
Spin multiplicity ... 6
Total energy ... -278348.7871 eV
Net charge ... +2
Frontier orbital gap (spin up / spin down) ... 0.219 / 0.123 hartree

```
113
Properties=species:S:1:pos:R:3:forces:R:3
Ir -0.4577 -1.2038 -1.5286 -0.185 1.625 0.250
C -2.8593 5.4721 -1.5687 0.006 -0.840 -0.333
C -1.3583 5.4110 -1.9119 0.742 -0.291 0.472
C -0.5917 6.0593 -0.7059 0.309 -0.711 -1.204
C -1.0929 6.2246 -3.1976 -0.587 0.438 0.702
C -0.8161 3.9500 -2.0805 -0.668 -0.347 1.180
C -1.4110 2.8657 -1.3967 0.322 0.624 -1.136
C -0.8735 1.5748 -1.5414 -0.179 1.175 0.111
N -1.2482 0.4599 -0.8592 0.330 0.349 -0.765
C -2.0722 0.3498 0.1986 -1.173 -0.223 1.905
C -2.5479 1.3654 1.0708 0.049 -0.696 -0.274
C -3.4124 1.0063 2.1152 0.110 0.690 -0.445
C -3.6488 -0.3428 2.3900 0.604 -0.648 -1.278
C -3.0888 -1.3996 1.6531 0.151 1.587 -0.640
C -2.3617 -1.0225 0.5001 0.143 -0.394 0.873
O -1.8025 -1.9728 -0.2638 0.937 0.691 -0.982
C -3.3817 -2.8020 2.0737 -0.597 -1.678 0.012
C -4.8172 -3.0872 1.6104 -0.335 0.479 0.400
C -3.2536 -2.8782 3.5991 0.263 -1.154 -0.045
C -2.5128 -3.9412 1.5208 0.020 0.100 -0.095
C -4.1182 2.0626 2.9594 -0.709 0.877 0.644
C -3.1715 3.2595 3.3092 -0.501 -0.185 0.322
C -4.6311 1.4054 4.2834 1.594 1.262 -0.056
C -5.4125 2.6646 2.2583 1.304 -0.033 -0.634
C 0.1866 1.3519 -2.4649 1.576 -0.687 -0.656
O 0.5881 0.0769 -2.7049 -1.417 0.470 1.365
C 0.9218 2.4453 -3.0397 -1.131 0.478 0.530
C 0.3945 3.7242 -2.7827 0.197 -0.374 -0.562
C 2.1842 2.1900 -3.8359 0.308 -0.807 -0.303
C 2.7753 3.5363 -4.2582 0.245 0.768 -0.175
C 1.9243 1.2869 -5.0809 -0.284 0.715 -0.758
C 3.2164 1.3838 -2.9911 -0.206 0.684 -0.183
H -3.1870 6.5025 -1.3347 0.276 -0.532 -0.219
H -3.0615 4.8324 -0.6746 -0.121 0.583 -0.695
H -3.4125 5.0949 -2.4591 -0.034 0.213 0.801
H -1.0586 6.9936 -0.4534 -0.219 0.396 0.241
H 0.4248 6.2640 -1.0278 0.280 0.094 0.114
H -0.5350 5.3950 0.1506 -0.222 -0.028 0.184
H -1.5009 7.2231 -2.9994 -0.083 -0.111 -0.283
H -1.6304 5.7773 -4.0346 0.144 0.121 -0.103
H -0.0478 6.4079 -3.4470 0.008 -0.326 0.045
H -2.3483 3.0147 -0.8850 0.154 -0.093 0.108
H -2.1737 2.3775 0.9388 -0.443 -0.226 0.109
H -4.3140 -0.6091 3.1747 -0.166 -0.055 0.436
H -5.5044 -2.4606 2.1865 -0.147 -0.063 -0.228
H -5.1164 -4.1148 1.7263 0.053 -0.512 0.347
H -4.9356 -2.8707 0.5569 0.004 0.237 -0.295
H -4.0928 -2.4320 4.0765 -0.586 0.461 0.594
H -2.3513 -2.3579 3.8683 0.419 0.294 0.442
H -3.1651 -3.9149 4.0007 -0.185 0.635 -0.539
H -2.5910 -4.0593 0.4412 -0.177 -0.184 0.126
H -2.7246 -4.8809 2.0558 -0.266 0.366 -0.376
H -1.4892 -3.7253 1.7311 1.060 0.133 0.088
H -2.2819 2.9310 3.8222 0.399 -0.465 0.332
H -3.6598 3.9640 4.0155 0.077 -0.355 -0.649
H -2.7869 3.8099 2.4492 -0.437 0.070 -0.141
H -3.7770 0.9423 4.8330 -0.692 0.242 -0.252
H -5.3895 0.6832 4.0867 -0.588 -0.486 0.010
H -5.0502 2.2089 4.8899 -0.052 -0.174 0.147
H -5.1894 3.0352 1.2256 -0.126 -0.276 0.814
H -5.8398 3.4895 2.8342 0.315 -0.039 0.069
H -6.1826 1.9160 2.1928 -0.284 -0.450 -0.186
H 0.8544 4.6375 -3.1808 0.010 -0.813 0.083
H 2.1598 4.0336 -5.0401 0.264 -0.373 0.471
H 3.7832 3.4374 -4.6765 -0.180 -0.221 0.028
H 2.8669 4.2623 -3.4152 -0.006 -0.662 -0.464
H 1.4004 1.8804 -5.8726 0.311 -0.544 0.552
H 1.2894 0.4226 -4.8133 0.587 0.368 -0.296
H 2.9109 0.9626 -5.5103 -1.003 0.187 0.420
H 3.6206 2.0709 -2.2660 0.172 -0.037 0.782
H 4.0373 1.1276 -3.6436 0.303 -0.105 -0.256
H 2.8466 0.4496 -2.5558 -0.065 0.438 0.000
C 1.4346 0.5111 5.3086 -0.013 -0.332 -0.346
Se 1.7544 -0.0756 3.4071 0.392 -0.515 1.577
C 2.9441 -1.6140 3.8756 1.217 0.692 -1.035
C 2.2424 -2.9682 3.7592 -0.169 0.163 -0.243
Se 2.4532 -3.7024 1.9636 0.642 -0.474 0.247
C 4.3549 -4.3560 2.1608 -0.602 0.546 -0.201
H 0.3406 0.5631 5.4222 0.378 0.244 -0.121
H 1.9074 1.5212 5.4146 -0.369 -1.000 0.052
H 1.8160 -0.2932 5.9878 -0.072 0.990 -0.681
H 3.3755 -1.4255 4.8560 -0.278 0.233 0.140
H 3.7715 -1.4627 3.1176 -0.845 -0.403 0.722
H 1.1593 -2.8321 3.8634 0.178 -0.362 0.297
H 2.6228 -3.6692 4.5294 -0.308 0.439 -0.457
H 4.9088 -3.9272 1.3185 0.009 0.051 0.365
H 4.2904 -5.4347 1.9900 0.238 0.247 0.584
H 4.7776 -4.0151 3.1426 -0.420 -0.598 -0.994
Se 2.0597 -3.5400 -1.9653 -1.306 -1.145 -0.291
N 0.3054 -2.8988 -2.1146 0.612 -1.256 -0.397
C -0.4831 -3.8327 -2.6200 1.376 -3.039 -0.692
C -1.8542 -3.8472 -3.0081 -0.621 0.073 0.445
C -2.4084 -4.9830 -3.5611 0.289 1.186 0.674
C -1.6621 -6.1343 -3.8581 -0.190 -1.974 -0.633
C -0.3832 -6.2568 -3.4867 1.097 1.493 0.546
C 0.2592 -5.1345 -2.8292 0.288 0.240 -0.160
N 1.5512 -5.2403 -2.5116 -1.226 2.644 0.081
H -2.4720 -2.9882 -2.7612 0.049 -0.084 -0.233
H -3.4574 -5.0602 -3.7814 -0.299 0.505 -0.055
H -2.1556 -6.9804 -4.3735 0.304 0.699 0.281
H 0.3415 -6.9958 -3.7370 -0.199 -1.051 -0.181
F 9.7413 -2.2365 -0.6001 -2.170 0.968 0.051
C 8.4444 -1.8318 -0.4938 1.078 -0.352 0.266
C 7.9207 -1.3921 0.7300 0.722 -0.342 1.595
F 8.7567 -1.2607 1.8092 -1.179 -0.321 -1.487
C 6.5446 -1.2672 0.9087 0.693 0.119 1.211
F 6.1012 -1.1919 2.2066 0.378 0.258 -1.554
C 5.6244 -1.3119 -0.1594 0.741 -0.458 -0.078
S 3.9744 -1.1925 0.1020 -0.746 0.331 0.107
C 6.1911 -1.6085 -1.4258 -0.389 -0.519 -0.465
F 5.3347 -1.7226 -2.4942 1.617 0.203 1.423
C 7.5544 -1.9114 -1.5570 -0.744 0.138 -2.779
F 7.9708 -2.1984 -2.8318 -0.145 0.111 1.815
```
Forces are in eV/Å.

This record from the Open Molecules 2025 dataset describes C24H22BrF3IIrO2S5 as an isolated structure. The level of theory is ωB97M-V/def2-TZVPD.

Max |F| ... 0.53 eV/A
LUMO level (spin up / spin down) ... -3.5974 / -5.5388 eV
Energy relative to the best compared isomer or geometry (same formula, charge and spin) ... 0.0000 eV
Spin multiplicity ... 2
Total energy ... -172643.8366 eV
Net charge ... +1
Frontier orbital gap (spin up / spin down) ... 0.282 / 0.209 hartree

```
59
Properties=species:S:1:pos:R:3:forces:R:3
Ir -0.7930 1.4735 -0.9074 0.134 0.051 0.021
O -0.1386 1.2701 1.1225 -0.133 0.030 0.059
S -0.4796 0.7360 2.5099 0.104 -0.062 0.025
C 1.1352 0.0267 3.0155 -0.053 0.000 -0.032
C 2.0592 -0.2215 1.8227 -0.021 -0.019 0.009
C 2.8609 1.0297 1.4577 0.023 0.022 0.002
C 3.6033 0.9204 0.1291 -0.007 0.020 0.026
S 2.6806 1.4382 -1.3436 0.047 0.023 -0.050
O 1.2548 0.9383 -1.1126 0.109 0.056 -0.039
C 2.6269 3.1977 -1.1384 -0.058 0.020 0.029
C 3.5333 3.9366 -1.8868 0.016 0.002 0.020
C 3.5181 5.3198 -1.7840 0.007 -0.010 -0.005
C 2.5892 5.9442 -0.9640 -0.011 -0.001 0.010
C 1.6723 5.1945 -0.2377 0.010 0.001 -0.015
C 1.6893 3.8117 -0.3168 0.034 0.012 -0.026
C -1.4467 -0.7367 2.3202 0.000 0.048 -0.027
C -1.2296 -1.6477 1.2928 -0.004 -0.062 0.032
C -2.0243 -2.7817 1.2336 0.010 0.027 -0.026
C -3.0121 -2.9943 2.1889 -0.002 0.007 0.011
C -3.2212 -2.0756 3.2062 -0.002 -0.003 -0.005
C -2.4398 -0.9309 3.2719 -0.017 0.010 -0.023
H 0.8966 -0.8787 3.5720 0.011 -0.004 -0.008
H 1.5654 0.7506 3.7094 -0.001 -0.005 0.003
H 1.4834 -0.5605 0.9625 0.019 -0.015 -0.022
H 2.7431 -1.0326 2.0821 -0.004 0.004 0.027
H 3.5989 1.2198 2.2409 0.017 -0.010 -0.020
H 2.2056 1.8982 1.4439 -0.008 0.038 0.003
H 3.9193 -0.1026 -0.0856 -0.025 -0.011 0.004
H 4.4927 1.5540 0.0971 0.010 -0.019 -0.011
H 4.2312 3.4399 -2.5496 0.002 0.002 -0.008
H 4.2173 5.9083 -2.3619 0.001 0.001 -0.001
H 2.5692 7.0238 -0.9003 0.001 0.001 0.000
H 0.9374 5.6842 0.3866 0.000 0.001 0.001
H 0.9755 3.2332 0.2568 0.031 -0.021 0.026
H -0.4648 -1.4785 0.5448 0.011 0.001 -0.012
H -1.8750 -3.5012 0.4400 -0.005 -0.004 -0.007
H -3.6276 -3.8823 2.1322 0.002 -0.003 -0.001
H -3.9975 -2.2402 3.9406 -0.001 0.002 -0.001
H -2.6057 -0.1940 4.0478 0.006 0.009 0.005
S -3.7090 -0.1163 -3.8601 0.029 -0.015 -0.012
C -2.6363 0.5757 -2.8781 -0.108 0.091 -0.267
S -1.2559 1.5769 -3.1527 0.040 0.000 -0.121
S -2.6418 0.3970 -1.1250 -0.282 -0.267 0.356
F -3.1241 3.1884 -0.6266 -0.070 0.016 -0.037
C -1.7956 3.1889 -0.5145 0.121 -0.100 0.079
F -1.5112 3.5994 0.7430 -0.060 0.039 -0.019
F -1.3274 4.1439 -1.3376 0.069 0.066 0.006
Br 1.4669 -4.5938 -0.5752 0.008 0.003 0.012
C -0.2760 -4.7196 -1.2940 -0.019 0.009 0.006
C -1.0179 -5.8558 -0.9958 0.009 -0.008 -0.006
C -2.3138 -5.9813 -1.4690 -0.002 0.004 -0.003
C -2.8731 -4.9738 -2.2423 0.005 -0.006 0.007
C -2.1334 -3.8419 -2.5428 -0.016 0.015 -0.016
C -0.8319 -3.7102 -2.0711 0.008 0.035 0.048
I 0.1836 -1.9433 -2.5095 0.005 -0.004 -0.017
H -0.5728 -6.6350 -0.3933 -0.001 -0.005 0.004
H -2.8831 -6.8705 -1.2343 0.001 -0.002 0.000
H -3.8837 -5.0666 -2.6163 0.002 0.000 0.001
H -2.5667 -3.0524 -3.1437 0.010 -0.009 0.008
```
Forces are in eV/Å.

This record from the Open Molecules 2025 dataset describes C4H12N2O as an isolated structure in a non-equilibrium geometry. The level of theory is ωB97M-V/def2-TZVPD.

Max |F| ... 3.06 eV/A
LUMO level ... 0.9005 eV
Energy relative to the best compared isomer or geometry (same formula, charge and spin) ... 6.2125 eV
Total energy ... -9364.9813 eV
Frontier orbital gap ... 0.351 hartree

```
19
Properties=species:S:1:pos:R:3:forces:R:3
C 0.7404 -0.5597 -0.2336 -0.721 1.725 0.593
C 0.9665 -0.1780 -1.6855 0.080 -0.056 0.103
C 1.7787 0.0088 0.7298 0.251 -0.202 -0.232
C -1.4903 -0.8154 0.1935 -2.171 1.580 0.613
N -2.1041 -1.4369 -0.6756 1.353 0.097 0.010
H 0.6912 -1.6424 -0.1229 -0.254 0.088 0.088
H -1.9970 -1.1641 -1.6458 -0.414 0.291 0.006
H -1.4674 -1.0062 1.2598 0.323 0.054 0.064
H 1.5390 -0.2390 1.7639 0.035 -0.043 0.008
H 0.1450 -0.5244 -2.3164 0.065 -0.072 -0.069
H 1.8975 -0.6123 -2.0581 -0.041 -0.010 -0.116
H 1.0267 0.9057 -1.8021 0.029 -0.004 0.042
H 1.8336 1.0961 0.6508 0.017 0.022 -0.036
H 2.7659 -0.3966 0.4901 0.093 0.074 0.143
N -1.4791 1.3907 1.6245 -0.104 -0.262 -0.464
O -1.4995 0.9994 0.2487 -0.548 -0.946 0.242
H -0.2403 0.2030 0.1038 2.010 -2.106 -0.939
H -0.7461 2.0950 1.6981 -0.084 -0.143 -0.044
H -2.3607 1.8765 1.7770 0.079 -0.086 -0.010
```
Forces are in eV/Å.

This record from the Open Molecules 2025 dataset describes a 2-piece molecular cluster, C6H16 overall in a non-equilibrium geometry. The level of theory is ωB97M-V/def2-TZVPD.

Max |F| ... 2.23 eV/A
LUMO level ... 1.0431 eV
Energy relative to the best compared isomer or geometry (same formula, charge and spin) ... 0.8240 eV
SMILES ... CC(C)C.CC
Total energy ... -6480.8338 eV
Frontier orbital gap ... 0.442 hartree

```
22
Properties=species:S:1:pos:R:3:forces:R:3
C 2.5934 -0.6922 -2.4654 -0.782 -1.383 -0.469
C 1.1182 -0.6904 -2.9682 1.496 0.913 1.381
H 3.2031 -0.2762 -3.2514 0.516 0.182 -0.019
H 2.7851 -0.2165 -1.5082 -0.226 0.310 -0.057
H 2.8403 -1.7534 -2.3484 0.465 0.189 0.060
H 0.5064 -1.0212 -2.1275 -0.369 -0.121 -0.422
H 1.0665 -1.3409 -3.8357 -0.418 0.163 -0.044
H 0.9235 0.3639 -3.1701 -0.687 -0.250 -0.414
C -0.6770 0.1834 1.2958 -1.002 0.547 -0.156
C -0.8932 -0.0670 2.8226 0.888 -0.645 -0.788
C -1.8149 -0.4141 0.4295 0.430 0.108 1.456
C -0.4882 1.7116 1.1644 -0.003 0.167 0.325
H 0.2319 -0.2366 0.8304 -0.052 -0.190 1.007
H -0.5335 0.8265 3.3109 0.089 -0.067 0.662
H -0.3459 -0.9427 3.1751 0.237 0.091 0.037
H -2.2212 -1.2808 0.9577 0.276 -0.339 -0.361
H -2.6700 0.2511 0.3860 -0.002 0.349 -0.595
H -1.3423 -0.6914 -0.5023 -0.725 -0.022 -0.553
H 0.5418 1.8852 1.4961 -0.095 0.422 -0.282
H -0.6796 2.1722 0.1971 0.330 -0.375 -0.365
H -1.1200 2.2966 1.8473 -0.082 -0.402 0.018
H -1.9162 -0.2707 3.1334 -0.284 0.353 -0.421
```
Forces are in eV/Å.

Question: total energy of number 3 (C4H12N2O)?
Answer: -9364.9813 eV

Question: Which of these has the lowest energy relative to the best compared isomer or geometry (same formula, charge and spin)?
Answer: C24H22BrF3IIrO2S5

Question: Which formula does entry 2 have?
Answer: C24H22BrF3IIrO2S5

Question: The lowest energy relative to the best compared isomer or geometry (same formula, charge and spin) belongs to which entry?
Answer: C24H22BrF3IIrO2S5